Entry 1:
A 2-piece molecular cluster, C6H12O overall in a non-equilibrium geometry. Source: the OMol25 dataset; level of theory: wB97M-V/def2-TZVPD.

Last column: Mulliken charge in e.
Geometry (Å):
C 1.333 1.748 0.650  -0.6499
C 0.794 0.912 1.610  -0.3863
C -0.017 -0.298 1.361  0.7138
C -1.084 -0.723 2.398  -0.9207
C 0.100 -0.974 0.219  -0.1991
C -0.737 -2.107 -0.358  -1.1047
H 1.558 1.533 -0.409  0.2402
H 1.272 2.836 0.791  0.2343
H 1.021 1.102 2.744  0.2233
H -2.052 -0.161 2.307  0.2293
H -1.321 -1.808 2.158  0.2196
H -0.603 -0.616 3.487  0.3103
H 1.047 -0.841 -0.386  0.1964
H -1.652 -1.960 -0.978  0.2481
H -0.020 -2.763 -0.833  0.3121
H -1.110 -2.792 0.430  0.3333
O -0.013 1.308 -4.415  -0.6225
H -0.870 1.550 -4.696  0.3077
H 0.496 2.101 -4.572  0.3149

Output
Net charge   0
SMILES string   C=C/C(C)=C/C.O
Gap between HOMO and LUMO   8.836 eV
HOMO energy   -0.2969 hartree

=====

Entry 2:
One molecule with the formula C6H12O in a non-equilibrium geometry. Source: the OMol25 dataset; level of theory: wB97M-V/def2-TZVPD.

Last column: Mulliken charge in e.
Geometry (Å):
C -0.043 2.151 -0.302  -1.2666
C -0.352 1.093 0.682  0.7465
O -0.195 1.551 1.937  -0.5177
C -0.971 -0.230 0.581  -1.0503
C 0.090 -1.366 0.709  -0.5026
C 0.489 -1.724 -0.726  -0.3973
C 0.746 -0.465 -1.492  -1.0061
H -0.489 3.111 0.000  0.4065
H -0.344 1.800 -1.290  0.2984
H 1.039 2.309 -0.351  0.2754
H -0.556 0.904 2.564  0.3256
H -1.727 -0.341 1.382  0.4251
H -1.429 -0.314 -0.409  0.3002
H 0.978 -0.985 1.231  0.2931
H -0.287 -2.215 1.295  0.3619
H -0.340 -2.294 -1.170  0.3010
H 1.365 -2.391 -0.701  0.3350
H 0.303 -0.440 -2.494  0.3410
H 1.784 -0.132 -1.520  0.3308

Output
Net charge   0
Gap between HOMO and LUMO (alpha / beta)   6.633 / 8.999 eV
HOMO energy (alpha / beta)   -0.2265 / -0.2996 hartree

=====

Entry 3:
A 2-piece molecular cluster, C6H12O overall in a non-equilibrium geometry. Source: the OMol25 dataset; level of theory: wB97M-V/def2-TZVPD.

Last column: Mulliken charge in e.
Geometry (Å):
C 1.660 -1.738 -1.162  -0.7802
C 1.097 -1.173 -0.087  -0.1166
C -0.121 -0.368 -0.062  0.3772
C -0.943 -0.478 1.183  -1.2243
C -0.662 0.238 -1.168  -0.0422
C -1.682 1.294 -1.017  -1.1101
H 1.972 -1.216 -2.112  0.2536
H 2.358 -2.590 -0.972  0.2589
H 1.484 -1.383 0.937  0.1913
H -1.633 -1.410 1.158  0.2781
H -0.277 -0.722 2.036  0.3869
H -1.573 0.402 1.472  0.3597
H -0.520 -0.156 -2.200  0.3282
H -1.248 2.164 -0.440  0.2656
H -2.013 1.726 -2.148  0.2764
H -2.534 0.891 -0.484  0.3260
O 1.809 1.776 1.504  -0.6361
H 1.726 1.465 2.397  0.3241
H 1.098 1.278 1.164  0.2835

Output
Net charge   0
SMILES string   C=C/C(C)=C/C.O
Gap between HOMO and LUMO   8.315 eV
HOMO energy   -0.2975 hartree

=====

Entry 4:
One molecule with the formula C6H12O. Source: the OMol25 dataset; level of theory: wB97M-V/def2-TZVPD.

Last column: Mulliken charge in e.
Geometry (Å):
C 0.237 0.660 -2.209  -1.6389
C 0.378 0.299 -0.718  0.7467
C 0.956 1.440 0.150  -1.3458
C -0.961 -0.160 -0.172  -0.3567
O -1.250 -1.551 -0.277  -0.5011
C -1.147 -0.989 1.029  0.1499
C -0.030 -1.457 1.925  -1.3215
H 1.209 0.839 -2.686  0.3897
H -0.261 -0.145 -2.767  0.3674
H -0.359 1.573 -2.331  0.3782
H 1.060 -0.557 -0.652  0.2477
H 0.680 2.432 -0.230  0.3682
H 2.052 1.418 0.178  0.3297
H 0.602 1.361 1.185  0.3232
H -1.803 0.485 -0.439  0.4404
H -2.117 -0.925 1.533  0.4382
H 0.920 -1.481 1.386  0.3154
H -0.233 -2.462 2.314  0.3741
H 0.069 -0.781 2.784  0.2951

Output
Net charge   0
SMILES string   CC(C)[C@H]1O[C@H]1C
Gap between HOMO and LUMO   11.118 eV
HOMO energy   -0.3672 hartree

=====

Entry 5:
A 2-piece molecular cluster, C6H12O overall. Source: the OMol25 dataset; level of theory: wB97M-V/def2-TZVPD.

Last column: Mulliken charge in e.
Geometry (Å):
C -0.919 1.182 -2.313  -1.3900
C -0.775 0.315 -1.064  0.9694
O -1.843 0.649 -0.187  -0.5724
C -0.372 -1.065 -1.295  -0.6330
C 1.551 -1.607 0.872  -0.8604
C 0.763 -0.959 1.730  0.1129
C 0.843 0.511 2.023  -0.9477
H -0.061 1.040 -2.973  0.3731
H -0.998 2.234 -2.028  0.3576
H -1.831 0.905 -2.849  0.3332
H 0.210 0.585 -0.595  -0.0981
H -1.921 -0.063 0.460  0.3822
H -0.911 -1.715 -0.572  0.2133
H 2.341 -1.095 0.325  0.2655
H 1.446 -2.672 0.688  0.3099
H -0.006 -1.518 2.266  0.3351
H 1.699 0.970 1.517  0.2792
H 0.943 0.695 3.099  0.3548
H -0.069 1.026 1.691  0.2152

Output
Net charge   0
Gap between HOMO and LUMO   8.747 eV
HOMO energy   -0.3275 hartree

=====

Entry 6:
One molecule with the formula C6H12O. Source: the OMol25 dataset; level of theory: wB97M-V/def2-TZVPD.

Last column: Mulliken charge in e.
Geometry (Å):
C 2.879 -0.576 -0.098  -0.6073
O 1.669 -0.014 -0.627  -0.0649
C 1.170 0.986 0.059  -0.6125
C -0.113 1.389 -0.624  -0.2138
C -1.272 1.151 0.363  -0.7094
C -1.347 -0.292 0.877  -0.3442
C -1.516 -1.341 -0.221  -1.1159
H 2.794 -0.675 0.984  0.3387
H 3.719 0.075 -0.349  0.2779
H 3.004 -1.551 -0.572  0.2472
H -0.432 -0.506 1.447  0.2603
H -0.051 2.465 -0.835  0.3152
H -0.284 0.860 -1.573  0.3020
H -2.214 1.420 -0.133  0.3531
H -1.148 1.825 1.218  0.3227
H -2.177 -0.373 1.590  0.3457
H -2.404 -1.136 -0.831  0.2994
H -0.646 -1.363 -0.886  0.2585
H -1.631 -2.342 0.210  0.3471

Output
Net charge   0
Gap between HOMO and LUMO   9.430 eV
HOMO energy   -0.3070 hartree

=====

Ordered relative energy (zero: lowest compared OMol25 entry of this formula, charge and spin) results: 3.125; 4.068; 3.450; 1.209; 5.024; 2.966; unit eV.